{"formula": "CH2BrNO3", "method": "the ωB97M-V functional and the def2-TZVPD basis", "homo_energy_ev": -11.3575, "total_charge": 0, "multiplicity": 1, "homo_lumo_gap_ev": 10.28, "max_force_ev_per_a": 5.2, "smiles": "O=[N+]([O-])[C@H](O)Br", "species": ["O", "N", "O", "C", "O", "Br", "H", "H"], "coordinates": [[0.652, 0.460, -2.585], [0.890, 0.355, -1.367], [1.952, 0.579, -0.866], [-0.231, -0.234, -0.557], [-0.104, 0.074, 0.993], [-0.166, -2.199, -0.940], [-1.119, 0.205, -1.118], [0.635, 0.687, 1.008]], "mulliken_charge": [-0.4816, 0.7436, -0.5022, 0.0642, -0.4277, -0.0765, 0.3533, 0.3269]}